The following is a DFT calculation (ωB97M-V/def2-TZVPD) of a 2-piece molecular cluster, C27H53N5O9P3S overall in a non-equilibrium geometry.

## Properties
- Kohn-Sham gap (eV) = 7.598
- highest occupied orbital energy (eV) = -9.8

ORCA input file:
```
! wB97M-V def2-TZVPD RIJCOSX def2/J DEFGRID3
* xyz 1 1
C 3.30 -0.63 2.56
C 2.07 -1.26 3.20
O 1.10 -1.61 2.21
C 0.28 -0.53 1.91
N -0.87 -0.96 1.04
P -2.12 -1.60 2.24
C -1.40 -2.21 3.80
C -3.24 -2.89 1.57
C -0.50 -2.12 0.16
C 0.57 -1.81 -0.90
C 0.12 -2.50 -2.23
C 1.02 -2.21 -3.43
C 0.59 -3.16 -4.58
C 1.38 -4.50 -4.53
N 2.22 -4.60 -5.73
C 3.34 -3.87 -5.88
C 3.81 -4.19 -7.13
C 2.95 -5.13 -7.70
C 1.94 -5.38 -6.80
P 2.26 -2.60 -0.48
O 2.16 -4.13 -1.09
O 3.37 -1.72 -1.29
O 0.75 -0.42 -1.04
C -0.48 0.31 -1.09
P 0.08 1.95 -1.72
N -1.01 3.00 -2.00
O 0.83 1.58 -3.09
O 1.27 2.46 -0.78
C -1.37 0.23 0.21
C -2.83 -0.04 -0.26
C -3.42 0.88 -1.34
C -4.21 2.06 -0.76
N -5.44 1.63 -0.14
O -3.86 3.21 -0.81
C -1.34 1.57 0.97
C -1.96 1.73 2.36
C -3.44 1.64 2.65
N -1.23 2.05 3.36
H 3.09 0.41 2.30
H 3.59 -1.15 1.65
H 4.16 -0.68 3.24
H 1.66 -0.67 4.02
H 2.39 -2.21 3.64
H 0.88 0.21 1.37
H -0.06 -0.05 2.82
H -2.21 -2.72 4.33
H -0.56 -2.89 3.66
H -1.07 -1.38 4.42
H -2.92 -3.88 1.92
H -3.33 -2.97 0.49
H -4.22 -2.72 2.00
H -1.38 -2.44 -0.40
H -0.24 -3.00 0.75
H -0.89 -2.14 -2.47
H 0.02 -3.57 -2.06
H 0.89 -1.20 -3.80
H 2.07 -2.41 -3.25
H -0.47 -3.39 -4.48
H 0.76 -2.66 -5.53
H 0.70 -5.35 -4.48
H 2.00 -4.55 -3.64
H 3.74 -3.18 -5.17
H 4.69 -3.76 -7.58
H 3.02 -5.57 -8.68
H 1.07 -6.01 -6.85
H 2.39 -4.70 -0.35
H 2.97 -1.08 -1.90
H -1.04 -0.14 -1.92
H -0.83 3.85 -1.49
H 0.18 1.48 -3.80
H 2.10 2.51 -1.29
H -3.55 0.01 0.55
H -2.93 -1.06 -0.65
H -4.21 0.29 -1.82
H -2.77 1.17 -2.16
H -5.63 2.22 0.66
H -6.19 1.81 -0.80
H -0.30 1.89 1.09
H -1.79 2.35 0.36
H -3.63 1.90 3.68
H -3.79 0.62 2.52
H -3.97 2.33 1.99
H -0.25 2.14 3.09
C 0.41 6.80 4.32
C 1.59 6.94 3.36
C 2.61 5.86 3.72
S 1.67 4.51 4.44
O 2.04 4.36 5.82
O 1.68 3.38 3.53
C 0.07 5.31 4.35
H -0.45 7.39 4.00
H 0.69 7.13 5.32
H 1.25 6.80 2.34
H 2.04 7.94 3.42
H 3.15 5.49 2.85
H 3.32 6.20 4.48
H -0.53 5.01 5.21
H -0.41 4.99 3.43
*
```

---

The following is a DFT calculation (ωB97M-V/def2-TZVPD) of a 4-piece molecular cluster, C27H54BrN3O3 overall in a non-equilibrium geometry.

## Properties
- energy above the lowest of the compared OMol25 structures with the same formula, charge and spin (kcal per mole) = 103.3
- Kohn-Sham gap (eV) = 2.644
- highest occupied orbital energy (eV) = -11.6

ORCA input file:
```
! wB97M-V def2-TZVPD RIJCOSX def2/J DEFGRID3
* xyz 2 1
C -3.98 3.97 0.90
C -4.95 2.93 0.24
C -5.25 3.47 -1.13
C -5.85 2.52 -2.19
C -5.07 1.15 -2.41
C -4.61 0.56 -1.05
N -4.21 1.59 0.00
O -3.38 1.18 1.10
C -3.35 -0.38 -1.47
C -5.84 -0.15 -0.53
C -6.22 2.77 1.07
H -4.54 4.65 1.54
H -3.30 4.62 0.35
H -3.40 3.52 1.71
H -4.34 3.85 -1.60
H -5.87 4.36 -1.01
H -6.04 3.02 -3.13
H -6.90 2.31 -1.98
H -4.14 1.34 -2.94
H -5.79 0.53 -2.93
H -3.53 -1.24 -2.11
H -2.89 -0.75 -0.55
H -2.57 0.11 -2.05
H -5.91 -1.00 -1.20
H -6.76 0.45 -0.52
H -5.70 -0.60 0.45
H -6.71 3.71 1.32
H -5.81 2.44 2.03
H -7.10 2.24 0.73
C 1.34 4.54 2.73
C 1.14 3.03 3.19
C -0.37 2.72 3.43
C -0.63 1.27 3.72
C -0.09 0.41 2.56
C 1.32 0.74 1.96
N 1.62 2.20 1.96
O 2.88 2.64 1.42
C 1.48 0.12 0.48
C 2.37 0.00 2.94
C 2.06 2.79 4.42
H 0.84 4.75 1.79
H 2.41 4.76 2.68
H 0.89 5.25 3.43
H -1.03 3.13 2.66
H -0.65 3.42 4.21
H -1.71 1.19 3.83
H -0.17 0.83 4.61
H -0.86 0.37 1.79
H -0.01 -0.59 2.99
H 2.50 0.30 0.14
H 0.95 0.68 -0.29
H 1.17 -0.91 0.32
H 2.54 -1.06 2.75
H 2.30 0.15 4.02
H 3.32 0.48 2.72
H 3.11 2.84 4.14
H 1.92 1.85 4.95
H 1.84 3.60 5.11
C 1.86 -5.12 -1.22
C 2.65 -3.91 -1.72
C 3.49 -3.36 -0.52
C 4.44 -2.17 -0.91
C 5.52 -2.91 -1.75
C 4.94 -3.59 -2.98
N 3.75 -4.42 -2.72
O 3.31 -5.33 -3.63
C 6.02 -4.59 -3.48
C 4.68 -2.61 -4.14
C 1.71 -2.85 -2.25
H 2.53 -5.87 -0.81
H 1.11 -5.40 -1.96
H 1.23 -4.87 -0.36
H 4.10 -4.12 -0.05
H 3.00 -2.94 0.36
H 4.83 -1.82 0.05
H 4.00 -1.32 -1.43
H 5.99 -3.60 -1.04
H 6.28 -2.16 -1.99
H 5.83 -5.01 -4.46
H 6.38 -5.35 -2.79
H 6.94 -4.03 -3.64
H 5.40 -1.81 -4.27
H 3.80 -2.02 -3.85
H 4.57 -3.09 -5.11
H 0.96 -2.50 -1.55
H 1.14 -3.33 -3.05
H 2.16 -1.90 -2.54
Br -1.16 -2.71 0.48
*
```

---

The following is a DFT calculation (ωB97M-V/def2-TZVPD) of a 3-piece molecular cluster, C27H54F5N2O5PS overall.

## Properties
- energy above the lowest of the compared OMol25 structures with the same formula, charge and spin (kcal per mole) = 0.0
- Kohn-Sham gap (alpha / beta) (eV) = 8.489 / 8.493
- highest occupied orbital energy (alpha / beta) (eV) = -8.0 / -8.0

ORCA input file:
```
! wB97M-V def2-TZVPD RIJCOSX def2/J DEFGRID3
* xyz 0 3
O 4.59 3.14 3.45
S 3.52 3.99 3.03
O 2.40 4.22 3.89
O 4.20 5.40 2.69
C 2.95 3.46 1.44
C 2.01 2.24 1.55
C 2.66 0.90 1.15
C 2.07 0.28 -0.11
P 3.01 -1.29 -0.70
C 3.93 -2.92 -1.21
C 5.03 -3.39 -0.24
C 6.51 -3.21 -0.66
C 6.89 -1.91 -1.34
F 6.18 -0.87 -0.85
F 8.19 -1.64 -1.07
C 6.77 -1.85 -2.91
F 7.90 -1.45 -3.48
F 5.80 -1.02 -3.30
F 6.49 -3.06 -3.42
H 3.71 5.86 1.99
H 2.46 4.31 0.95
H 3.86 3.22 0.87
H 1.12 2.43 0.95
H 1.67 2.17 2.59
H 2.54 0.19 1.98
H 3.75 1.03 1.04
H 2.06 1.02 -0.93
H 1.04 -0.01 0.10
H 3.41 -0.65 -1.89
H 3.86 -1.20 0.45
H 1.77 -1.99 -0.72
H 3.16 -3.70 -1.28
H 4.31 -2.80 -2.23
H 4.90 -4.46 -0.06
H 4.89 -2.91 0.74
H 6.84 -4.05 -1.27
H 7.13 -3.22 0.25
C -2.40 0.98 4.44
C -2.30 0.58 2.97
C -3.56 -0.14 2.49
C -3.70 -1.55 3.04
C -2.47 -2.38 2.70
C -1.16 -1.75 3.18
N -1.12 -0.32 2.71
O -0.64 -0.19 1.53
C -1.02 -1.86 4.71
C 0.03 -2.47 2.56
C -2.10 1.87 2.17
H -3.28 1.60 4.58
H -2.49 0.14 5.13
H -1.52 1.56 4.74
H -3.55 -0.18 1.39
H -4.43 0.47 2.77
H -3.87 -1.53 4.12
H -4.59 -2.02 2.60
H -2.54 -3.38 3.14
H -2.42 -2.51 1.62
H -0.28 -1.16 5.08
H -0.70 -2.87 4.96
H -1.96 -1.69 5.24
H -0.04 -2.51 1.48
H 0.09 -3.48 2.95
H 0.96 -1.95 2.82
H -1.14 2.33 2.41
H -2.90 2.56 2.44
H -2.14 1.70 1.10
C -1.30 0.67 -3.97
C -2.14 0.48 -2.69
C -2.88 -0.86 -2.70
C -4.05 -0.90 -3.68
C -5.03 0.24 -3.39
C -4.36 1.62 -3.40
N -3.15 1.58 -2.52
O -3.42 1.83 -1.28
C -4.02 2.04 -4.84
C -5.32 2.67 -2.84
C -1.18 0.53 -1.51
H -0.61 -0.17 -4.05
H -1.88 0.70 -4.88
H -0.72 1.59 -3.90
H -3.25 -1.06 -1.69
H -2.16 -1.65 -2.93
H -3.69 -0.86 -4.71
H -4.57 -1.85 -3.58
H -5.84 0.25 -4.12
H -5.48 0.08 -2.41
H -3.29 2.86 -4.84
H -4.92 2.40 -5.33
H -3.63 1.23 -5.45
H -5.67 2.40 -1.84
H -6.18 2.75 -3.50
H -4.83 3.64 -2.77
H -0.73 1.52 -1.41
H -0.39 -0.20 -1.66
H -1.68 0.30 -0.57
*
```

---

The following is a DFT calculation (ωB97M-V/def2-TZVPD) of C27H54GeN2O3S3ScSi as an isolated structure.

## Properties
- energy above the lowest of the compared OMol25 structures with the same formula, charge and spin (kcal per mole) = 0.0
- Kohn-Sham gap (alpha / beta) (eV) = 8.428 / 4.675
- highest occupied orbital energy (alpha / beta) (eV) = -13.1 / -13.1

ORCA input file:
```
! wB97M-V def2-TZVPD RIJCOSX def2/J DEFGRID3
* xyz 2 2
Sc 0.17 -0.46 -0.64
C 2.75 -3.30 -1.05
C 1.95 -2.78 -2.22
C 2.80 -2.67 -3.48
C 0.72 -3.64 -2.49
O 1.47 -1.44 -1.90
Ge 2.66 0.07 -1.73
O 1.00 1.04 -1.99
C 1.09 2.19 -2.88
C 1.40 1.70 -4.28
C -0.25 2.90 -2.85
C 2.17 3.14 -2.37
O 1.97 0.10 0.17
C 2.86 0.52 1.23
C 3.22 1.99 1.01
C 4.11 -0.35 1.22
C 2.11 0.35 2.54
H 3.06 -4.33 -1.21
H 3.66 -2.71 -0.90
H 2.16 -3.26 -0.13
H 3.14 -3.66 -3.78
H 2.23 -2.23 -4.30
H 3.70 -2.06 -3.31
H 1.02 -4.63 -2.83
H 0.12 -3.75 -1.59
H 0.11 -3.18 -3.27
H 0.66 0.97 -4.60
H 1.39 2.54 -4.98
H 2.40 1.25 -4.34
H -1.02 2.29 -3.33
H -0.55 3.11 -1.82
H -0.19 3.84 -3.39
H 3.16 2.69 -2.40
H 2.21 4.03 -2.99
H 1.96 3.45 -1.34
H 3.75 2.12 0.06
H 2.32 2.60 0.99
H 3.87 2.35 1.80
H 4.71 -0.19 0.31
H 4.74 -0.10 2.07
H 3.84 -1.41 1.29
H 1.13 0.83 2.47
H 1.97 -0.71 2.76
H 2.67 0.80 3.36
C -2.47 1.44 5.16
C -2.04 2.85 4.76
S -0.56 2.54 3.77
C -0.72 3.60 2.32
C -1.82 3.27 1.32
S -1.70 1.63 0.57
C -3.16 0.74 1.17
C -3.50 0.88 2.64
S -2.13 0.38 3.72
H -3.52 1.37 5.46
H -1.85 1.05 5.97
H -1.81 3.49 5.61
H -2.79 3.34 4.14
H 0.26 3.55 1.84
H -0.85 4.63 2.68
H -1.77 3.99 0.51
H -2.81 3.38 1.76
H -2.96 -0.30 0.91
H -4.03 1.06 0.59
H -4.33 0.22 2.89
H -3.80 1.89 2.90
C -2.91 0.60 -3.17
C -2.83 -0.72 -2.46
C -3.68 -1.75 -2.81
C -3.58 -2.96 -2.12
C -2.67 -3.11 -1.10
C -1.86 -2.02 -0.76
N -1.93 -0.86 -1.47
N -0.92 -1.98 0.25
Si -0.97 -3.17 1.56
C 0.11 -2.56 2.95
C -2.73 -3.26 2.20
C -0.35 -4.87 1.08
H -3.93 0.81 -3.48
H -2.29 0.59 -4.07
H -2.56 1.40 -2.52
H -4.40 -1.61 -3.59
H -4.22 -3.78 -2.40
H -2.59 -4.04 -0.57
H -0.09 -3.16 3.84
H -0.09 -1.52 3.21
H 1.17 -2.66 2.72
H -3.04 -2.30 2.61
H -2.78 -3.99 3.02
H -3.46 -3.57 1.45
H 0.68 -4.83 0.72
H -0.94 -5.40 0.34
H -0.34 -5.50 1.98
*
```